Formula: C6H10
Source: the Open Molecules 2025 dataset
Level of theory: ωB97M-V/def2-TZVPD

Element x y z (Å)
C  -1.416  2.292  1.769
C  -2.188  1.229  1.788
C  2.350  -2.099  -1.395
C  1.362  -1.444  -0.709
C  0.252  -0.760  -1.219
C  -0.386  0.220  -0.318
H  -0.622  1.698  1.282
H  -1.563  3.226  2.298
H  -3.290  1.251  1.730
H  3.223  -2.556  -0.956
H  2.154  -2.101  -2.462
H  1.376  -1.503  0.388
H  0.266  -0.596  -2.301
H  0.394  0.945  -0.007
H  -1.419  0.517  -0.540
H  -0.494  -0.319  0.652

The calculation puts the HOMO-LUMO gap at 3.873 eV. The calculation puts the LUMO energy at -2.2 eV. As for the largest force on an atom: 3.13 eV/Å. As for the multiplicity: 1. The value obtained for the HOMO energy is -6.03 eV. The calculation puts the total energy at -6375.403 eV.